1.
DFT (ωB97M-V/def2-TZVPD) results for a cluster of 12 separate species, C36H36F12O36 in total.

Structure (XYZ):
```
120
Properties=species:S:1:pos:R:3:mulliken_charge:R:1
C -1.323 -1.260 -0.947 0.281
C -1.460 0.045 -0.112 -0.010
O -0.080 0.433 -0.009 -0.031
C 0.657 -0.680 0.004 0.158
O 1.722 -0.733 0.570 -0.626
O -0.034 -1.689 -0.515 -0.152
F -2.056 -0.184 1.072 -0.141
H -1.262 -1.131 -2.027 -0.266
H -2.136 -1.913 -0.640 0.276
H -2.009 0.757 -0.725 0.486
C -1.910 -1.593 -7.630 -0.480
C -0.430 -1.758 -7.918 0.261
O 0.072 -1.697 -6.588 -0.261
C -0.863 -1.106 -5.753 0.437
O -0.750 -1.005 -4.572 -0.480
O -1.958 -0.858 -6.440 -0.306
F 0.071 -0.702 -8.614 -0.284
H -2.342 -2.597 -7.595 0.268
H -2.457 -1.057 -8.404 0.337
H -0.125 -2.667 -8.431 0.271
C -6.817 -2.068 -2.158 -0.405
C -5.759 -2.153 -1.055 0.390
O -4.508 -1.974 -1.682 0.023
C -4.667 -1.892 -2.999 0.403
O -3.829 -1.744 -3.831 -0.462
O -5.966 -2.159 -3.305 -0.435
F -5.784 -3.385 -0.470 -0.344
H -7.290 -1.091 -2.085 0.335
H -7.385 -2.987 -2.056 0.329
H -5.784 -1.462 -0.207 0.102
C 0.418 -2.482 5.050 -0.328
C 1.031 -2.022 3.736 0.872
O 0.246 -2.723 2.799 0.358
C -0.077 -3.911 3.344 0.287
O -0.419 -4.857 2.718 -0.546
O -0.046 -3.835 4.715 -0.433
F 2.308 -2.533 3.871 -0.380
H -0.537 -1.990 5.233 0.030
H 1.178 -2.499 5.821 0.436
H 1.117 -0.975 3.462 -0.305
C 2.013 0.920 -2.960 0.707
C 0.684 1.707 -3.166 0.955
O 0.732 2.046 -4.531 -0.396
C 1.966 1.788 -5.038 0.476
O 2.231 1.918 -6.187 -0.522
O 2.792 1.409 -4.048 -0.376
F 0.437 2.779 -2.382 -0.280
H 1.789 -0.145 -3.026 -0.655
H 2.422 1.072 -1.963 0.261
H -0.214 1.083 -3.108 -0.211
C 1.280 2.208 2.955 0.139
C -0.110 2.219 3.632 0.954
O 0.151 2.933 4.800 -0.399
C 1.427 2.874 5.136 0.472
O 1.957 3.166 6.160 -0.534
O 2.085 2.174 4.156 -0.311
F -0.416 0.928 3.931 -0.283
H 1.528 3.150 2.465 0.509
H 1.398 1.338 2.315 -0.432
H -0.884 2.699 3.036 -0.164
C 0.300 5.879 -0.580 -0.505
C -0.907 6.606 -0.068 0.232
O -1.855 5.553 0.128 -0.334
C -1.184 4.410 0.191 0.537
O -1.658 3.324 0.323 -0.326
O 0.171 4.637 0.098 -0.204
F -1.374 7.553 -0.897 -0.285
H 1.247 6.389 -0.438 0.344
H 0.131 5.738 -1.654 0.274
H -0.702 7.043 0.912 0.288
C 1.863 -3.285 -3.376 -0.004
C 1.893 -3.874 -1.958 0.430
O 2.681 -2.812 -1.354 -0.261
C 3.379 -2.161 -2.329 0.654
O 4.315 -1.454 -2.073 -0.575
O 3.036 -2.548 -3.526 -0.325
F 2.581 -5.047 -1.866 -0.380
H 0.892 -2.930 -3.715 -0.079
H 1.997 -4.238 -3.907 0.425
H 0.895 -4.090 -1.583 0.246
C 4.795 -0.880 1.669 0.390
C 5.117 -0.849 3.132 0.627
O 5.022 0.515 3.494 -0.338
C 5.126 1.253 2.365 0.656
O 5.188 2.438 2.266 -0.560
O 5.043 0.457 1.284 -0.309
F 6.430 -1.210 3.303 -0.333
H 3.773 -1.259 1.560 -0.377
H 5.300 -1.590 1.016 0.323
H 4.399 -1.426 3.712 0.032
C -4.193 -5.667 -3.758 -0.487
C -3.072 -6.652 -3.819 0.121
O -2.031 -5.655 -3.850 -0.309
C -2.442 -4.782 -2.868 0.236
O -1.767 -3.915 -2.423 -0.030
O -3.775 -4.925 -2.626 -0.175
F -3.145 -7.349 -4.977 -0.281
H -5.063 -6.314 -3.617 0.374
H -4.205 -5.127 -4.703 0.298
H -2.801 -7.306 -2.988 0.345
C -4.295 1.846 2.683 0.427
C -5.004 2.463 1.516 0.147
O -6.238 1.801 1.608 -0.339
C -6.418 1.361 2.910 0.632
O -7.456 1.013 3.364 -0.510
O -5.301 1.607 3.617 -0.385
F -4.379 2.285 0.342 -0.182
H -3.475 2.513 2.945 0.183
H -3.859 0.944 2.236 -0.230
H -5.101 3.546 1.665 0.225
C -3.386 -2.638 5.092 -0.383
C -3.536 -1.416 4.154 0.172
O -4.424 -1.957 3.189 -0.218
C -5.032 -3.063 3.654 0.520
O -5.793 -3.740 3.046 -0.517
O -4.602 -3.305 4.910 -0.386
F -2.314 -1.149 3.605 0.031
H -3.224 -2.263 6.104 0.404
H -2.616 -3.381 4.868 0.192
H -3.889 -0.490 4.604 0.291
```

The total charge is 0. The SMILES is O=C1OC[C@@H](F)O1.O=C1OC[C@@H](F)O1.O=C1OC[C@@H](F)O1.O=C1OC[C@@H](F)O1.O=C1OC[C@@H](F)O1.O=C1OC[C@@H](F)O1.O=C1OC[C@@H](F)O1.O=C1OC[C@@H](F)O1.O=C1OC[C@@H](F)O1.O=C1OC[C@@H](F)O1.O=C1OC[C@@H](F)O1.O=C1OC[C@@H](F)O1. As for the LUMO energy: 0.00 eV. The spin multiplicity is 1. Its energy above the lowest of the compared OMol25 structures with the same formula, charge and spin is 298.1 kJ/mol. Its total energy is -5300.546304 Eh.


2.
DFT (ωB97M-V/def2-TZVPD) results for a structure of composition C36H36GeN5OPd.

Structure (XYZ):
```
80
Properties=species:S:1:pos:R:3:mulliken_charge:R:1
Pd -0.094 0.214 -0.343 0.642
C -2.741 -1.136 -2.081 -1.131
C -2.883 -1.448 -0.622 0.489
C -4.010 -2.106 -0.139 -0.912
C -4.124 -2.360 1.211 -0.839
C -3.112 -1.948 2.064 -0.698
C -2.014 -1.304 1.527 0.508
N -1.903 -1.071 0.208 0.729
C -0.894 -0.814 2.389 0.494
C -0.875 -0.947 3.771 -0.811
C 0.201 -0.437 4.475 -1.071
C 1.244 0.174 3.797 -0.841
C 1.178 0.257 2.415 0.197
N 0.118 -0.217 1.759 0.220
C 2.267 0.845 1.571 0.544
C 3.464 1.266 2.123 -0.639
C 4.446 1.773 1.284 -0.939
C 4.200 1.846 -0.070 -0.792
C 2.975 1.409 -0.566 0.533
C 2.689 1.465 -2.039 -1.201
N 2.037 0.915 0.248 1.037
H -3.691 -1.264 -2.596 0.523
H -1.999 -1.791 -2.537 0.207
H -2.396 -0.111 -2.225 0.072
H -4.788 -2.405 -0.828 0.511
H -4.995 -2.868 1.605 0.457
H -3.197 -2.132 3.124 0.432
H -1.680 -1.436 4.296 0.441
H 0.231 -0.522 5.553 0.477
H 2.086 0.568 4.344 0.450
H 3.649 1.192 3.183 0.427
H 5.394 2.097 1.692 0.487
H 4.947 2.230 -0.753 0.563
H 3.133 2.352 -2.489 0.522
H 1.617 1.464 -2.233 -0.186
H 3.126 0.594 -2.534 0.425
C -3.242 1.879 0.720 -1.602
Ge -1.482 2.222 -0.045 2.615
C -1.740 3.081 -1.784 -0.043
C -1.224 2.511 -2.951 0.790
C -1.417 3.121 -4.187 -1.001
C -2.127 4.310 -4.273 -0.635
C -2.650 4.888 -3.123 -0.777
C -2.458 4.276 -1.891 -0.766
C -0.751 3.670 1.144 0.265
C -1.440 3.957 2.355 -0.680
C -0.945 4.833 3.294 -1.012
C 0.266 5.504 3.057 -0.818
C 0.968 5.295 1.860 0.957
C 2.145 6.009 1.595 -0.694
C 2.809 5.859 0.373 -0.695
C 2.304 4.995 -0.576 -1.007
C 1.139 4.253 -0.320 -0.048
C 0.456 4.383 0.894 0.362
H -3.823 2.803 0.770 0.602
H -3.189 1.436 1.716 0.395
H -3.768 1.187 0.062 0.310
H -0.679 1.572 -2.904 0.072
H -1.018 2.668 -5.087 0.430
H -2.280 4.783 -5.235 0.392
H -3.211 5.812 -3.189 0.428
H -2.877 4.743 -1.004 0.346
H -2.385 3.467 2.554 0.475
H -1.493 5.018 4.209 0.475
H 0.655 6.205 3.786 0.478
H 2.531 6.690 2.345 0.477
H 3.707 6.427 0.171 0.469
H 2.802 4.896 -1.532 0.498
H 0.739 3.596 -1.083 -0.030
C 2.564 -1.598 -5.062 -1.052
N 1.453 -1.202 -4.210 -0.119
C 1.378 -1.382 -2.881 -0.213
N 2.431 -1.982 -2.268 -0.208
O 0.386 -0.997 -2.231 -0.399
H 2.263 -1.466 -6.097 0.344
H 2.806 -2.654 -4.934 0.343
H 3.457 -0.998 -4.880 0.333
H 0.676 -0.703 -4.608 0.265
H 3.114 -2.497 -2.796 0.179
H 2.274 -2.276 -1.319 0.173
```

The total charge is +2. As for the LUMO energy (spin up / spin down): -5.80 / -8.58 eV. The spin multiplicity is 4. Its energy above the lowest of the compared OMol25 structures with the same formula, charge and spin is 15.9 kJ/mol. The expectation value of S² is 3.781. Its total energy is -3946.804816 Eh.


3.
DFT (ωB97M-V/def2-TZVPD) results for a structure of composition C36H36HgN7O3S3.

Structure (XYZ):
```
86
Properties=species:S:1:pos:R:3:mulliken_charge:R:1
Hg -1.185 1.452 -0.624 0.069
C 5.798 -0.468 4.004 -0.777
O 6.097 -1.528 3.123 -0.455
C 5.229 -2.607 3.150 0.438
C 3.906 -2.523 3.571 -0.098
C 3.081 -3.634 3.491 0.094
C 3.549 -4.854 3.000 -0.394
C 4.896 -4.931 2.643 0.109
C 5.723 -3.823 2.700 -0.664
N 2.778 -6.037 3.036 -1.022
N 1.543 -6.044 2.716 -0.424
C 0.909 -5.124 1.936 -0.293
C -0.503 -5.110 2.107 -0.240
C -1.338 -4.166 1.586 -1.060
C -0.799 -3.072 0.814 1.065
O -1.459 -2.133 0.307 -0.710
C 0.611 -3.145 0.621 -0.804
N 1.181 -2.027 -0.133 1.080
C 1.939 -2.573 -1.263 -0.654
C 2.729 -3.644 -0.978 -1.063
C 2.650 -4.360 0.227 -0.460
C 1.467 -4.187 0.980 0.735
H 6.657 0.202 3.988 0.262
H 5.637 -0.834 5.022 0.336
H 4.913 0.093 3.688 0.245
H 3.499 -1.594 3.950 0.287
H 2.049 -3.556 3.810 0.337
H 5.279 -5.883 2.296 0.388
H 6.756 -3.880 2.381 0.369
H -0.895 -5.895 2.745 0.385
H -2.406 -4.187 1.764 0.379
H 1.820 -2.089 -2.216 0.520
H 3.397 -3.993 -1.760 0.366
H 3.331 -5.170 0.425 0.607
C 2.344 0.936 -3.092 -1.092
N 0.962 1.358 -3.046 0.955
C 0.084 0.348 -3.601 -1.242
C 0.772 2.646 -3.687 -1.257
C -0.222 3.593 -3.034 1.537
C -0.239 4.896 -3.542 -0.725
C -1.082 5.863 -3.023 -0.442
C -1.940 5.533 -1.983 -0.676
C -1.942 4.239 -1.479 0.269
C -1.087 3.264 -1.999 -0.763
H 2.701 0.749 -4.123 0.410
H 2.474 0.018 -2.521 0.013
H 2.981 1.702 -2.646 0.382
H 0.355 0.096 -4.644 0.334
H -0.943 0.710 -3.583 0.394
H 0.123 -0.564 -3.003 0.129
H 0.466 2.509 -4.740 0.309
H 1.741 3.152 -3.721 0.474
H 0.435 5.155 -4.357 0.333
H -1.064 6.870 -3.423 0.336
H -2.599 6.282 -1.556 0.402
H -2.609 3.993 -0.663 -0.181
S -7.682 5.513 1.933 -0.462
C -6.316 4.554 1.713 0.256
S -4.828 4.870 2.522 -0.179
C -4.010 3.572 1.646 0.200
N -4.826 2.965 0.833 -0.751
N -6.108 3.504 0.896 0.524
C -7.045 2.873 0.032 0.356
C -6.559 2.233 -1.107 -0.341
C -7.438 1.604 -1.971 -0.614
C -8.801 1.594 -1.708 -0.384
C -9.272 2.208 -0.559 -0.619
C -8.404 2.844 0.316 -0.433
S -2.361 3.274 1.899 -0.397
H -5.495 2.223 -1.287 0.634
H -7.049 1.116 -2.855 0.356
H -9.486 1.101 -2.387 0.355
H -10.330 2.191 -0.328 0.331
H -8.776 3.312 1.212 0.278
C 1.992 -1.190 0.831 -0.723
N 2.840 -0.188 0.250 0.653
C 4.186 -0.578 -0.148 -0.771
C 2.524 1.137 0.299 -0.091
O 1.505 1.634 0.712 -0.567
H 2.617 -1.907 1.362 -0.300
H 0.343 -1.493 -0.433 0.320
H 1.268 -0.728 1.502 0.429
H 4.154 -1.303 -0.959 0.271
H 4.720 -1.028 0.693 0.052
H 4.726 0.308 -0.479 0.437
H 3.360 1.759 -0.070 0.326
```

The total charge is -2. As for the LUMO energy (spin up / spin down): 3.90 / 3.90 eV. The spin multiplicity is 2. Its energy above the lowest of the compared OMol25 structures with the same formula, charge and spin is 347.5 kJ/mol. The expectation value of S² is 0.760. Its total energy is -3350.313163 Eh.


Record-wise max |F| values, in eV Å⁻¹: 4.7, 0.7, 0.5